ORCA calculation (ωB97M-V/def2-TZVPD) on Br2Hg as an isolated structure in a non-equilibrium geometry.

As for the total charge: 0. The HOMO energy comes out at -10.3476 eV.

```
3
Properties=species:S:1:pos:R:3:forces:R:3:nbo_charge:R:1
Hg -16.0276 24.3556 18.6025 0.819 -1.749 1.199 1.122
Br -17.0626 22.0120 18.1623 0.248 1.432 -0.098 -0.560
Br -14.1155 24.6314 20.3752 -1.067 0.317 -1.101 -0.562
```
Positions in Å, forces in eV/Å.

---

ORCA calculation (ωB97M-V/def2-TZVPD) on the molecule Br2O3S in a non-equilibrium geometry.

As for the total charge: 0. The HOMO energy comes out at -10.4088 eV.

```
6
Properties=species:S:1:pos:R:3:forces:R:3:nbo_charge:R:1
O 1.3607 -0.2859 -0.9615 2.204 0.973 -1.886 -0.866
O -0.8395 -1.1017 -0.4886 -5.039 -2.725 -1.684 -0.881
O -0.2670 1.2071 0.4851 3.684 -3.959 1.310 -0.789
S 0.2603 -0.3999 -0.1359 2.059 3.724 3.671 2.220
Br -1.4400 1.7387 -0.6020 -3.370 2.252 -2.754 0.383
Br 0.9256 -1.1583 1.7030 0.461 -0.264 1.344 -0.068
```
Positions in Å, forces in eV/Å.

---

ORCA calculation (ωB97M-V/def2-TZVPD) on the molecule Br5HOSi2 in a non-equilibrium geometry.

The multiplicity is 3. As for the total charge: 0. The HOMO energy (alpha / beta) comes out at -4.8793 / -10.6428 eV.

```
9
Properties=species:S:1:pos:R:3:forces:R:3:nbo_charge:R:1
O -0.0829 0.1032 0.4148 -2.594 2.162 -0.368 -1.328
Si -1.3236 0.9582 -0.2581 0.269 -1.494 0.170 1.392
Si 1.2275 -0.7516 0.5275 -0.368 -1.084 2.021 1.111
Br -2.6998 -0.5836 -1.1171 0.287 0.472 -0.030 -0.304
Br -0.4271 2.2443 -1.7984 -0.251 0.047 0.143 -0.271
Br 0.6350 -2.7386 -0.2651 -0.354 -1.712 -1.001 -0.191
Br 2.8415 -0.0672 -0.9046 2.581 1.040 -2.926 0.100
Br 1.9334 -0.7399 2.5977 0.309 0.111 2.051 -0.342
H -2.1040 1.5752 0.8035 0.120 0.459 -0.061 -0.167
```
Positions in Å, forces in eV/Å.

---

These records have electronic energy values of -5301.47168; -5771.82685; -13525.02125 a.u., in the order they appear.
These records have ΔE to the lowest compared entry with this formula, charge and spin values of 5.2; 0.0; 0.0 kcal/mol, in the order they appear.